[1]
Formula: C42H43N4O2PPtS
Source: the OMol25 dataset
Level of theory: ωB97M-V/def2-TZVPD

Geometry as XYZ:
```
94
Properties=species:S:1:pos:R:3:forces:R:3:lowdin_charge:R:1
Pt -0.730 0.584 0.031 0.1 0.9 -0.3 0.9261
C 0.111 3.986 -0.730 0.0 -0.1 -0.1 -0.0469
C 1.560 3.814 -0.353 0.0 0.0 0.1 -0.2559
C 2.439 4.819 -0.759 0.0 0.0 0.0 -0.0468
C 3.752 4.864 -0.330 0.0 0.1 0.0 -0.0754
C 4.215 3.904 0.557 0.1 0.0 0.0 -0.0786
C 3.371 2.882 0.948 0.0 -0.1 -0.1 -0.1157
C 2.063 2.785 0.464 0.0 0.0 0.0 -0.2893
P 0.990 1.466 1.157 0.0 0.0 0.0 0.9507
C 2.061 0.206 1.974 0.1 0.0 -0.2 -0.2776
C 1.564 -0.238 3.203 0.0 0.0 0.0 -0.0848
C 2.104 -1.332 3.855 0.0 0.0 0.0 -0.0756
C 3.164 -2.013 3.281 0.0 0.0 0.0 -0.0766
C 3.670 -1.583 2.068 0.0 0.0 0.0 -0.0526
C 3.145 -0.480 1.393 -0.1 0.0 0.1 -0.2768
C 3.809 -0.117 0.090 -0.1 0.0 0.0 -0.0595
C 0.222 2.416 2.495 -0.2 0.0 0.0 -0.3304
C 0.823 3.405 3.269 0.0 0.0 0.0 -0.0622
C 0.045 4.154 4.134 0.0 0.0 0.0 -0.0843
C -1.326 3.924 4.205 0.0 0.1 0.0 -0.0761
C -1.919 2.934 3.441 0.0 -0.1 -0.1 -0.0274
C -1.140 2.153 2.584 0.1 0.0 0.1 -0.3126
C -1.683 0.990 1.813 0.0 -0.4 0.0 -0.2997
H -0.242 4.947 -0.350 0.0 0.0 0.0 0.0929
H -0.539 3.214 -0.327 0.0 -0.1 0.0 0.0312
H -0.017 3.999 -1.816 0.0 0.0 0.0 0.0858
H 2.059 5.606 -1.401 0.0 0.0 0.0 0.1172
H 4.403 5.666 -0.656 0.0 0.0 0.0 0.1050
H 5.226 3.952 0.944 0.0 0.0 0.0 0.1055
H 3.727 2.145 1.656 0.0 0.0 0.0 0.1005
H 0.725 0.279 3.652 0.0 0.0 0.0 0.1024
H 1.692 -1.652 4.804 0.0 0.0 0.0 0.1064
H 3.591 -2.879 3.771 0.0 0.0 0.0 0.1057
H 4.498 -2.118 1.616 0.0 0.0 0.0 0.1150
H 4.173 -1.016 -0.407 0.0 0.0 0.0 0.0820
H 4.668 0.535 0.253 0.0 0.0 0.0 0.0868
H 3.145 0.402 -0.595 0.0 0.0 0.1 0.0386
H 1.882 3.615 3.175 0.0 0.0 0.0 0.1066
H 0.497 4.933 4.734 0.0 0.0 0.0 0.1010
H -1.938 4.535 4.858 0.0 0.0 0.0 0.1031
H -2.987 2.759 3.496 0.0 0.0 0.0 0.1172
H -2.745 1.123 1.616 0.0 0.0 0.0 0.0274
H -1.573 0.113 2.465 -0.1 0.0 0.0 0.0516
O -4.729 -1.010 -1.560 0.1 0.1 0.1 -0.3108
S -3.927 -0.489 -0.476 0.1 0.0 -0.1 0.6149
O -4.518 0.509 0.379 0.0 -0.1 0.0 -0.3054
N -2.477 0.019 -1.052 -0.3 0.1 -0.1 -0.2487
C -2.465 0.616 -2.326 0.3 -0.2 0.1 -0.2536
C -3.550 0.957 -3.113 0.0 0.1 0.0 -0.0204
C -3.389 1.460 -4.418 0.0 0.0 0.0 -0.0655
C -2.160 1.646 -4.980 0.0 0.0 0.0 -0.0531
C -1.016 1.375 -4.198 0.0 0.0 0.0 -0.1597
C 0.293 1.595 -4.683 0.1 0.0 0.0 -0.0063
C 1.371 1.372 -3.878 -0.1 0.0 0.0 -0.0377
C 1.137 0.947 -2.560 0.0 0.1 0.0 -0.1494
N -0.060 0.729 -2.080 -0.6 -0.2 0.5 -0.0124
C -1.161 0.899 -2.875 0.0 0.0 -0.1 -0.1588
C -3.596 -1.914 0.543 -0.1 0.0 0.0 -0.2751
C -3.664 -3.171 -0.051 0.0 0.0 0.0 -0.0835
C -3.518 -4.308 0.728 0.1 0.0 0.0 -0.0797
C -3.317 -4.191 2.097 0.0 0.0 0.0 -0.0815
C -3.315 -2.939 2.692 0.0 0.0 0.0 -0.0672
C -3.479 -1.798 1.918 0.1 0.1 0.0 -0.0680
H -4.557 0.828 -2.753 0.1 0.0 0.1 0.0980
H -4.284 1.692 -4.982 0.0 0.0 0.0 0.1087
H -2.042 2.022 -5.989 0.0 0.0 0.0 0.1087
H 0.419 1.953 -5.698 0.0 0.0 0.0 0.1192
H 2.385 1.538 -4.217 0.0 0.0 0.0 0.1081
H 1.965 0.809 -1.880 -0.1 0.0 0.0 0.0774
H -3.868 -3.248 -1.110 0.0 0.0 0.0 0.1122
H -3.574 -5.285 0.266 0.0 0.0 0.0 0.1077
H -3.198 -5.080 2.705 0.0 0.0 0.0 0.1048
H -3.211 -2.846 3.766 0.0 0.0 0.0 0.1067
H -3.541 -0.825 2.382 0.0 0.0 0.0 0.0966
C 0.014 -2.871 0.300 -0.1 0.0 -0.1 -0.1420
C 0.463 -4.342 0.111 0.0 0.0 0.0 -0.1457
N 0.724 -4.617 -1.307 0.1 0.1 0.0 -0.1557
C 1.827 -3.756 -1.743 0.0 0.0 0.0 -0.1500
C 1.481 -2.266 -1.471 0.0 0.0 0.1 -0.1602
N 0.109 -2.149 -0.976 0.3 -0.2 -0.1 -0.1722
C -0.776 -2.760 -1.969 0.0 0.0 0.0 -0.1521
C -0.468 -4.275 -2.088 0.0 0.0 0.0 -0.1454
H 0.627 -2.348 1.038 0.1 0.0 0.0 0.1028
H -1.020 -2.814 0.640 0.0 0.0 0.0 0.0915
H -0.301 -5.038 0.467 0.0 0.0 0.0 0.1082
H 1.382 -4.551 0.665 0.0 0.0 0.0 0.1110
H 2.003 -3.938 -2.806 0.0 0.0 0.0 0.1133
H 2.729 -4.057 -1.205 0.0 0.0 0.0 0.1104
H 1.574 -1.668 -2.381 0.0 0.0 0.0 0.1030
H 2.140 -1.840 -0.714 0.0 0.0 0.0 0.0843
H -0.619 -2.240 -2.918 0.0 0.0 0.0 0.1192
H -1.803 -2.573 -1.677 -0.1 0.0 0.0 0.0782
H -0.293 -4.564 -3.127 0.0 0.0 0.0 0.1126
H -1.301 -4.877 -1.715 0.0 0.0 0.0 0.1088
```
Positions in Å, forces in eV/Å.

Computed properties:
electronic energy: -2854.6653 Ha
highest occupied orbital energy: -7.40 eV
molecular weight: 893.95 g/mol
E_LUMO: 0.08 eV
HOMO-LUMO gap: 7.49 eV
2S+1: 1
F_max: 0.0181 hartree/bohr

---

[2]
Formula: C42H44BrGeInN5O3S6
Source: the OMol25 dataset
Level of theory: ωB97M-V/def2-TZVPD

Geometry as XYZ:
```
103
Properties=species:S:1:pos:R:3:forces:R:3:lowdin_charge:R:1
In -0.137 0.297 -0.091 -0.3 0.5 -0.3 0.4147
S -0.004 4.469 6.544 0.0 0.1 0.2 0.4123
C 0.212 3.673 5.110 0.1 -0.1 -0.3 -1.5342
S 0.951 4.373 3.719 -0.2 -0.3 0.1 0.8985
C 0.901 2.959 2.683 0.0 0.1 0.0 -0.9616
C 0.318 1.854 3.190 -0.1 0.1 0.2 -1.1126
S 0.133 0.276 2.513 0.0 -0.4 0.1 0.5694
S -0.311 2.052 4.828 0.2 0.2 -0.2 0.8704
S 1.504 3.078 1.036 0.2 0.0 0.2 0.7981
C -0.294 3.329 -3.865 0.1 0.0 0.0 -0.0993
N 1.128 3.015 -3.837 0.0 0.0 0.0 -0.2562
C 1.879 4.166 -3.366 0.0 -0.1 0.0 -0.1152
C 1.446 1.857 -2.984 0.0 0.0 -0.1 -0.1751
C 0.619 0.637 -3.306 0.0 -0.2 -0.1 -0.2427
C 0.595 0.207 -4.635 0.0 0.1 0.0 -0.0643
C -0.139 -0.901 -5.025 0.0 0.0 -0.1 -0.1085
C -0.873 -1.594 -4.074 0.0 0.0 0.0 -0.1103
C -0.850 -1.163 -2.755 -0.1 0.1 -0.1 -0.1841
C -0.106 -0.058 -2.329 0.0 -0.1 0.4 -0.1535
H -0.455 4.197 -4.509 0.0 0.0 0.0 0.0773
H -0.698 3.562 -2.870 0.0 0.0 0.0 0.0572
H -0.851 2.488 -4.278 0.0 0.0 0.0 0.0708
H 1.713 5.011 -4.038 0.0 0.0 0.0 0.0730
H 2.945 3.928 -3.360 0.0 0.0 0.0 0.0810
H 1.590 4.470 -2.347 0.0 0.0 0.0 0.0885
H 1.329 2.096 -1.922 0.0 0.1 0.0 0.0782
H 2.503 1.631 -3.154 0.0 0.0 0.1 0.1271
H 1.156 0.777 -5.369 0.0 0.0 0.0 0.1068
H -0.153 -1.215 -6.063 0.0 0.0 0.0 0.0863
H -1.476 -2.451 -4.356 0.0 0.0 0.0 0.0939
H -1.491 -1.678 -2.045 0.0 0.0 0.0 0.0617
C -4.964 -0.365 -4.381 0.0 0.0 0.0 -0.1207
C -4.060 0.643 -4.070 0.0 0.0 0.0 -0.0971
C -3.535 0.730 -2.790 0.1 0.0 0.1 -0.1356
C -3.896 -0.171 -1.783 0.2 0.0 0.1 -0.3132
C -4.819 -1.163 -2.113 0.0 0.0 0.1 -0.1086
C -5.346 -1.264 -3.396 0.0 0.0 0.0 -0.1110
Ge -2.982 0.001 -0.002 -0.3 0.2 0.0 0.9751
C -3.903 1.610 0.741 0.2 -0.1 0.1 -0.3473
C -4.741 2.443 0.006 0.0 0.0 0.0 -0.1176
C -5.231 3.627 0.546 0.0 0.0 0.0 -0.1058
C -4.898 3.994 1.841 0.0 0.0 0.0 -0.1113
C -4.073 3.171 2.597 0.0 0.0 0.0 -0.0925
C -3.577 2.001 2.044 0.1 -0.1 0.0 -0.1579
C -3.893 -1.470 1.022 0.3 0.0 -0.1 -0.3124
C -3.691 -2.794 0.622 -0.1 0.0 -0.1 -0.1664
C -4.242 -3.859 1.318 0.0 0.0 0.0 -0.1111
C -5.007 -3.622 2.453 0.0 0.0 0.0 -0.1226
C -5.216 -2.316 2.872 0.0 0.0 0.0 -0.1021
C -4.666 -1.256 2.161 0.0 0.1 0.0 -0.0972
H -5.369 -0.447 -5.384 0.0 0.0 0.0 0.0858
H -3.753 1.350 -4.832 0.0 0.0 0.0 0.0954
H -2.815 1.511 -2.561 0.0 0.0 -0.1 0.0969
H -5.136 -1.869 -1.354 0.0 0.0 0.0 0.0823
H -6.061 -2.048 -3.627 0.0 0.0 0.0 0.0873
H -5.008 2.170 -1.010 0.0 0.0 0.0 0.0858
H -5.869 4.269 -0.051 0.0 0.0 0.0 0.0895
H -5.268 4.924 2.256 0.0 0.0 0.0 0.0894
H -3.794 3.458 3.604 0.0 0.0 0.0 0.0996
H -2.896 1.383 2.625 0.0 0.1 0.0 0.0855
H -3.074 -2.990 -0.251 0.0 0.0 0.0 0.0942
H -4.073 -4.877 0.982 0.0 0.0 0.0 0.0920
H -5.436 -4.450 3.006 0.0 0.0 0.0 0.0869
H -5.812 -2.123 3.758 0.0 0.0 0.0 0.0913
H -4.841 -0.240 2.499 0.0 0.0 0.0 0.0855
Br 3.623 -5.558 1.101 0.0 0.0 0.0 0.7090
C 4.318 -3.919 0.407 0.0 -0.1 0.0 -0.6585
C 5.616 -3.916 -0.076 0.0 0.0 0.0 -0.1583
C 6.130 -2.733 -0.587 0.0 0.0 0.0 -0.0899
C 5.350 -1.586 -0.612 0.1 0.0 0.0 -0.0249
C 4.045 -1.612 -0.139 -0.1 0.1 0.0 -0.1000
C 3.521 -2.789 0.386 0.1 0.0 0.0 -0.0687
C 3.182 -0.345 -0.242 0.1 0.0 0.0 -0.5995
O 3.764 0.723 -0.397 0.0 0.0 -0.1 0.0202
O 1.935 -0.583 -0.187 -0.1 -0.1 0.2 -0.1287
H 6.209 -4.821 -0.056 0.0 0.0 0.0 0.0857
H 7.144 -2.720 -0.967 0.0 0.0 0.0 0.0948
H 5.732 -0.649 -0.995 0.0 0.0 0.0 0.1126
H 2.506 -2.787 0.762 0.0 0.0 0.0 0.1047
C 0.184 -4.928 2.577 -0.1 0.0 0.0 -0.0844
N -0.654 -3.977 1.863 0.1 0.1 0.0 -0.1531
C -1.230 -2.988 2.761 0.1 0.0 -0.1 -0.0764
C -0.246 -3.555 0.611 -0.1 -0.1 -0.2 -0.4294
N -0.306 -2.333 0.230 0.1 0.0 0.2 0.1505
N 0.209 -4.589 -0.214 0.0 -0.1 0.1 -0.1697
C 0.873 -4.239 -1.452 0.0 0.0 0.0 -0.0657
C -0.583 -5.801 -0.315 0.1 0.0 0.0 -0.0771
H -0.435 -5.492 3.280 0.0 0.0 0.0 0.0847
H 0.962 -4.405 3.148 0.0 0.0 0.0 0.0881
H 0.673 -5.619 1.899 0.0 0.0 0.0 0.0339
H -1.921 -3.494 3.440 0.0 0.0 0.0 0.0889
H -1.768 -2.239 2.193 0.0 0.0 0.0 0.0465
H -0.454 -2.481 3.339 0.0 0.0 0.0 0.0618
H -0.068 -2.271 -0.754 0.0 -0.1 0.0 0.0012
H 1.501 -3.360 -1.313 0.0 0.0 0.0 0.0825
H 0.162 -4.036 -2.266 0.0 0.0 0.0 0.0874
H 1.512 -5.073 -1.748 0.0 0.0 0.0 0.0859
H -1.250 -5.888 0.538 0.0 0.0 0.0 0.0768
H 0.070 -6.680 -0.353 0.0 0.0 0.0 0.0812
H -1.192 -5.789 -1.228 0.0 0.0 0.0 0.0857
O -0.787 4.936 0.313 0.0 0.1 -0.1 -0.6120
S -1.123 3.525 -0.020 0.0 -0.1 0.1 0.7346
N 0.189 2.536 0.161 -0.3 -0.2 -0.4 -0.8598
```
Positions in Å, forces in eV/Å.

Computed properties:
electronic energy: -9356.6461 Ha
highest occupied orbital energy (alpha / beta): -1.81 / -2.21 eV
molecular weight: 1126.58 g/mol
E_LUMO (alpha / beta): 3.53 / 3.53 eV
HOMO-LUMO gap (alpha / beta): 5.34 / 5.74 eV
net charge: -2
⟨S²⟩: 0.754
2S+1: 2
F_max: 0.0120 hartree/bohr